This record from OMol25 describes 3 unconnected molecules or ions with the total composition C3H9N3O6 in a non-equilibrium geometry. The level of theory is ωB97M-V/def2-TZVPD.

Properties
Energy relative to the best compared isomer or geometry (same formula, charge and spin) ... 6.4 kcal/mol
LUMO energy ... 0.0 eV
Maximum force ... 2.4 eV/Å
SMILES ... C[N+](=O)[O-].C[N+](=O)[O-].C[N+](=O)[O-]
Frontier orbital gap ... 10.68 eV

Structure (ORCA input):
```
! RIJCOSX wB97M-V def2-TZVPD def2/J DEFGRID3
* xyz 0 1
C 1.710 2.169 -0.169
N 0.817 1.971 0.999
O 1.292 1.350 1.966
O -0.287 2.496 0.999
H 2.521 1.459 -0.004
H 2.004 3.216 -0.092
H 1.162 2.009 -1.098
C -1.281 -0.335 2.337
N -1.560 -1.644 1.624
O -2.230 -1.649 0.566
O -1.202 -2.681 2.165
H -1.080 0.303 1.477
H -0.384 -0.553 2.917
H -2.106 -0.188 3.034
C -0.240 -1.601 -2.747
N 0.485 -0.593 -1.910
O 0.266 -0.468 -0.728
O 1.279 0.055 -2.516
H -0.610 -2.380 -2.080
H 0.460 -1.932 -3.514
H -1.015 -1.001 -3.225
*
```

***

This record from OMol25 describes a gas-phase ion, C3H9N3OPS (charge +1) in a non-equilibrium geometry. The level of theory is ωB97M-V/def2-TZVPD.

Properties
Energy relative to the best compared isomer or geometry (same formula, charge and spin) ... 0.0 kcal/mol
LUMO energy ... -6.4 eV
Maximum force ... 1.8 eV/Å
SMILES ... S=[PH2]NC1=[NH+]COCN1
Frontier orbital gap ... 6.34 eV

Structure (ORCA input):
```
! RIJCOSX wB97M-V def2-TZVPD def2/J DEFGRID3
* xyz 1 1
S -3.442 -2.553 -0.880
P -1.614 -2.387 -0.343
N -1.151 -0.710 -0.146
C 0.072 -0.273 0.211
N 0.320 0.283 1.444
C 0.426 1.762 1.087
O 1.455 1.932 0.163
C 1.202 1.227 -1.010
N 1.098 -0.263 -0.701
H -0.692 -2.845 -1.285
H -1.346 -2.958 0.902
H -1.907 -0.062 -0.319
H 1.278 0.019 1.670
H -0.522 2.058 0.645
H 0.587 2.342 1.979
H 0.272 1.552 -1.465
H 1.996 1.358 -1.725
H 1.970 -0.484 -0.225
*
```

***

This record from OMol25 describes a single C3H9N3OS molecule in a non-equilibrium geometry. The level of theory is ωB97M-V/def2-TZVPD.

Properties
Energy relative to the best compared isomer or geometry (same formula, charge and spin) ... 145.8 kcal/mol
LUMO energy ... 0.6 eV
Maximum force ... 7.7 eV/Å
SMILES ... N/N=C\NOCCS
Frontier orbital gap ... 7.59 eV

Structure (ORCA input):
```
! RIJCOSX wB97M-V def2-TZVPD def2/J DEFGRID3
* xyz 0 1
N 1.058 -1.819 -0.500
N 2.110 -1.429 0.047
C 2.337 -0.204 0.271
N 1.446 0.832 0.047
O 0.345 0.526 -0.752
C -0.842 1.292 -0.460
C -1.659 0.480 0.468
S -2.141 -1.233 -0.167
H 1.113 -3.041 -0.493
H 0.247 -1.182 -0.242
H 3.216 0.149 0.768
H 1.972 1.689 -0.280
H -1.524 1.496 -1.362
H -0.606 2.309 -0.214
H -2.722 1.162 0.422
H -1.204 0.487 1.592
H -3.145 -1.515 0.856
*
```

***

This record from OMol25 describes a single C3H9N3OS molecule in a non-equilibrium geometry. The level of theory is ωB97M-V/def2-TZVPD.

Properties
Energy relative to the best compared isomer or geometry (same formula, charge and spin) ... 52.8 kcal/mol
LUMO energy ... 0.8 eV
Maximum force ... 1.6 eV/Å
SMILES ... CN/N=C(/NS)OC
Frontier orbital gap ... 8.55 eV

Structure (ORCA input):
```
! RIJCOSX wB97M-V def2-TZVPD def2/J DEFGRID3
* xyz 0 1
C 3.004 -0.909 -0.306
N 1.837 -0.120 -0.029
N 0.703 -0.839 0.271
C -0.418 -0.259 0.133
N -1.591 -0.842 0.655
S -2.735 -1.356 -0.474
O -0.557 0.956 -0.544
C -1.549 1.906 0.036
H 3.919 -0.288 -0.391
H 3.031 -1.503 -1.243
H 3.171 -1.600 0.504
H 1.701 0.694 -0.625
H -1.358 -1.582 1.346
H -3.806 -0.719 0.156
H -2.532 1.436 0.069
H -1.259 2.214 1.035
H -1.560 2.810 -0.593
*
```

***

This record from OMol25 describes 2 unconnected molecules or ions with the total composition C3H9N3S in a non-equilibrium geometry. The level of theory is ωB97M-V/def2-TZVPD.

Properties
Energy relative to the best compared isomer or geometry (same formula, charge and spin) ... 125.2 kcal/mol
LUMO energy ... -0.5 eV
Maximum force ... 6.4 eV/Å
Frontier orbital gap ... 8.41 eV

Structure (ORCA input):
```
! RIJCOSX wB97M-V def2-TZVPD def2/J DEFGRID3
* xyz 0 1
C -1.954 -1.094 -0.147
C -2.676 0.266 0.198
C 2.277 -0.455 0.550
N 2.772 1.652 -0.440
N 0.692 0.708 -0.713
N 1.821 0.830 -0.101
S -2.490 -1.972 -1.302
H -3.659 -0.189 0.080
H -2.711 0.832 -0.749
H -2.373 0.767 1.040
H 1.495 -1.060 1.049
H 2.657 -1.137 -0.209
H 3.114 -0.240 1.253
H 2.473 2.310 -1.117
H -1.495 -1.211 0.908
H 0.057 -0.008 -0.300
*
```

***

This record from OMol25 describes a single C3H9N3S molecule in a non-equilibrium geometry. The level of theory is ωB97M-V/def2-TZVPD.

Properties
Energy relative to the best compared isomer or geometry (same formula, charge and spin) ... 32.3 kcal/mol
LUMO energy ... 0.9 eV
Maximum force ... 1.9 eV/Å
SMILES ... CN/C(=N\N)SC
Frontier orbital gap ... 9.02 eV

Structure (ORCA input):
```
! RIJCOSX wB97M-V def2-TZVPD def2/J DEFGRID3
* xyz 0 1
C 2.217 -1.132 0.466
N 1.260 -0.735 -0.586
C 0.114 0.036 -0.179
N 0.233 1.250 0.130
N 1.512 1.776 0.050
S -1.397 -0.835 -0.016
C -2.633 0.506 0.139
H 1.749 -1.750 1.234
H 2.648 -0.282 0.884
H 3.036 -1.660 0.004
H 0.986 -1.571 -1.108
H 1.378 2.674 -0.395
H 2.035 1.203 -0.611
H -3.585 -0.001 0.166
H -2.508 1.038 1.067
H -2.606 1.205 -0.696
*
```

***

This record from OMol25 describes a single C3H9N3S molecule in a non-equilibrium geometry. The level of theory is ωB97M-V/def2-TZVPD.

Properties
Energy relative to the best compared isomer or geometry (same formula, charge and spin) ... 128.1 kcal/mol
LUMO energy (spin up / spin down) ... 0.5 / 0.5 eV
Maximum force ... 6.2 eV/Å
Frontier orbital gap (spin up / spin down) ... 8.58 / 8.58 eV

Structure (ORCA input):
```
! RIJCOSX wB97M-V def2-TZVPD def2/J DEFGRID3
* xyz 0 1
C 1.449 0.880 -0.640
C 0.048 0.400 -0.878
C -1.883 -0.530 0.377
N 0.453 -1.208 2.914
N 1.542 0.979 0.818
N -0.452 -0.320 0.235
S 0.134 0.387 1.716
H 2.224 0.075 -0.958
H 1.782 1.755 -1.179
H -0.511 1.415 -1.103
H -0.069 -0.135 -1.820
H -1.985 -1.212 1.212
H -2.297 0.499 0.839
H -2.285 -0.742 -0.578
H 0.946 -2.010 2.586
H 2.484 1.023 1.198
*
```

***

This record from OMol25 describes a single C3H9N3S molecule in a non-equilibrium geometry. The level of theory is ωB97M-V/def2-TZVPD.

Properties
Energy relative to the best compared isomer or geometry (same formula, charge and spin) ... 99.3 kcal/mol
LUMO energy ... 0.3 eV
Maximum force ... 4.2 eV/Å
SMILES ... [H]/N=C\N(N)CCS
Frontier orbital gap ... 9.25 eV

Structure (ORCA input):
```
! RIJCOSX wB97M-V def2-TZVPD def2/J DEFGRID3
* xyz 0 1
H -0.378 2.198 0.296
N -1.083 1.849 -0.397
C -1.377 0.563 -0.593
N -0.657 -0.504 -0.146
N -1.341 -1.844 -0.140
C 0.347 -0.200 0.878
C 1.553 0.654 0.432
S 2.702 -0.391 -0.487
H -2.473 0.284 -1.083
H -2.284 -1.855 0.215
H -1.165 -2.529 -0.901
H -0.094 0.270 1.674
H 0.914 -1.129 1.234
H 1.123 1.304 -0.456
H 2.048 1.049 1.368
H 2.166 0.281 -1.894
*
```